[1]
Computed, not measured: 2 unconnected molecules or ions with the total composition C3H3O2S at a distorted geometry, with ωB97M-V/def2-TZVPD.

charge	-1
E_LUMO	3.850	eV
total energy	-664.71197	Ha
frontier orbital gap	0.2993	Ha
energy above the lowest of the compared OMol25 structures with the same formula, charge and spin	3.358	eV
2S+1	1

Element x y z (Å)
C  -0.71965  -1.20892  0.00396
C  -1.25988  -2.32831  0.14354
C  -0.24274  0.17699  -0.14346
O  -2.39628  -4.11918  2.57501
O  -0.53638  -4.94362  1.30299
S  -1.88598  -4.48726  1.23340
H  -1.17796  0.71475  -0.44895
H  0.05675  0.64319  0.92636
H  0.59387  0.44474  -0.87356

natural (NBO) population analysis, charges in e, atoms 1 to 6: atom 1 (C): -0.33, atom 2 (C): -0.36, atom 3 (C): -0.67, atom 4 (O): -0.96, atom 5 (O): -0.95, atom 6 (S): 1.65

=====

[2]
Computed, not measured: 10 unconnected molecules or ions with the total composition C24H71N7O15 at a distorted geometry, with ωB97M-V/def2-TZVPD.

charge	-1
E_LUMO (alpha / beta)	1.878 / 1.878	eV
total energy	-2468.72843	Ha
frontier orbital gap (alpha / beta)	0.0676 / 0.3252	Ha
2S+1	2

Element x y z (Å)
C  -1.58798  3.55420  -7.21490
C  -0.34624  2.65097  -7.13349
C  0.38890  2.56808  -5.76830
O  1.42468  1.54881  -5.75486
C  2.03889  1.37586  -4.53920
N  -0.61475  1.33860  -7.66025
H  -2.03943  3.65978  -8.20137
H  -1.29572  4.56132  -6.91758
H  -2.44935  3.28647  -6.60297
H  0.32182  2.95098  -7.94084
H  -0.40278  2.38340  -5.04219
H  0.82876  3.55279  -5.61025
H  2.72519  0.52920  -4.55480
H  1.28289  1.01671  -3.84093
H  2.46140  2.31164  -4.17326
H  -1.25220  0.76669  -7.12481
H  0.22783  0.91241  -7.30174
C  -0.80903  -7.26487  -1.73704
C  -1.14625  -5.86377  -1.20063
C  0.03835  -4.81205  -1.16780
O  1.13728  -5.35704  -0.40406
C  2.17054  -4.38038  -0.18518
N  -2.29769  -5.35185  -2.03431
H  -0.59193  -7.24648  -2.80505
H  -1.57348  -8.01975  -1.55297
H  0.07099  -7.69504  -1.25890
H  -1.39840  -5.94819  -0.14356
H  -0.41592  -3.87954  -0.83289
H  0.37090  -4.62614  -2.18905
H  1.81484  -3.37230  0.02777
H  2.82958  -4.33717  -1.05230
H  2.70166  -4.92093  0.59828
H  -2.04195  -5.38355  -3.01087
H  -2.92605  -6.14004  -1.97099
C  -1.45288  -2.78622  1.58417
C  -2.37255  -2.40450  2.81606
C  -1.72576  -2.32031  4.18891
O  -1.21285  -3.58363  4.56632
C  -0.91273  -3.59984  5.98756
N  -2.74412  -1.07154  2.42797
H  -1.99215  -2.80591  0.63712
H  -1.01992  -3.76896  1.77091
H  -0.63396  -2.09049  1.40132
H  -3.26162  -3.02178  2.94498
H  -2.39797  -1.91297  4.94411
H  -0.84352  -1.70390  4.01633
H  -1.77445  -3.40829  6.62697
H  -0.14515  -2.84940  6.17663
H  -0.45582  -4.54511  6.28048
H  -2.01585  -0.68195  1.84666
H  -3.65317  -0.99174  1.99512
C  -4.15318  3.13023  0.41357
C  -2.96886  2.58649  1.16161
O  -2.74464  3.42601  2.23021
O  -3.74434  4.09085  -0.61912
H  -4.98828  3.55053  0.97396
H  -4.53309  2.25079  -0.10638
H  -2.03193  2.54105  0.60646
H  -3.31164  1.60646  1.49351
H  -2.57331  4.31054  1.89877
H  -3.25312  4.79506  -0.18971
C  -3.14118  2.16585  -3.27325
C  -2.29237  0.88672  -2.86012
O  -2.13064  0.78801  -1.41292
O  -2.40335  3.31775  -2.91411
H  -4.08223  2.10632  -2.72647
H  -3.42677  2.23896  -4.32263
H  -1.25537  0.97361  -3.18443
H  -2.57994  -0.02965  -3.37556
H  -1.21304  0.54636  -1.26730
H  -2.57852  3.36466  -1.97139
C  0.45973  1.19236  4.68187
C  -1.07210  1.43080  4.37757
O  -1.62718  2.71343  4.50032
O  1.16746  2.04048  3.78048
H  0.80260  0.17804  4.47768
H  0.76122  1.29073  5.72472
H  -1.53057  0.85971  5.18489
H  -1.51281  0.96528  3.49600
H  -2.09912  2.96317  3.70251
H  0.64192  2.83943  3.69621
C  4.27139  1.75535  -1.27858
C  5.24818  1.63702  -0.11061
O  4.83199  0.89004  0.94390
O  3.06361  2.44449  -0.90447
H  4.00394  0.75429  -1.61686
H  4.58195  2.23715  -2.20569
H  5.49549  2.63150  0.26082
H  6.18202  1.15479  -0.39957
H  4.36154  1.44670  1.56873
H  2.76088  2.03303  -0.09166
C  1.04339  0.33647  1.08572
C  1.11015  -0.13123  -0.39376
O  0.62776  0.89034  -1.26137
O  2.02065  1.34008  1.32254
H  1.17162  -0.54212  1.71797
H  0.07491  0.80805  1.25235
H  0.45580  -0.99004  -0.54330
H  2.15885  -0.25757  -0.66276
H  1.08489  1.73413  -1.23569
H  2.04226  1.49079  2.27038
C  2.48579  -3.18979  3.92687
O  2.12458  -2.08081  4.07278
N  1.67152  -4.19724  4.02304
N  3.69697  -3.48697  3.50904
H  2.00456  -5.14179  3.89272
H  0.70275  -3.93339  4.13245
H  3.85388  -4.41207  3.13532
H  4.42163  -2.79519  3.63717
C  2.30040  4.98615  1.67915
O  3.38024  4.49819  1.99135
N  2.14390  6.22980  1.47136
N  1.14990  4.35080  1.38402
H  2.93956  6.79103  1.73979
H  1.19352  6.57159  1.46409
H  1.12136  3.34219  1.42868
H  0.60195  4.86193  0.70682

Löwdin population analysis, charges in e, atoms 1 to 6: atom 1 (C): -0.06, atom 2 (C): -0.44, atom 3 (C): -0.14, atom 4 (O): -0.20, atom 5 (C): -0.13, atom 6 (N): 0.02

=====

[3]
Computed, not measured: a molecular structure, C25H28BiN5O3 at a distorted geometry, with ωB97M-V/def2-TZVPD.

charge	+2
E_LUMO	-6.343	eV
total energy	-1683.07140	Ha
frontier orbital gap	0.2657	Ha
energy above the lowest of the compared OMol25 structures with the same formula, charge and spin	1.011	eV
2S+1	1

Element x y z (Å)
Bi  -0.12524  -0.99569  0.02051
C  -2.88138  4.86354  -3.53684
C  -2.04858  3.72142  -3.05514
C  -0.93521  3.26876  -3.73078
C  -0.12477  2.23799  -3.21742
C  0.99060  1.87794  -4.03636
N  2.22343  1.62212  -3.71243
C  2.87706  1.83629  -2.44597
C  3.66830  3.16206  -2.47051
C  3.89615  3.69795  -1.04806
N  2.60687  4.03177  -0.48196
C  1.90591  3.30148  0.35189
C  2.35581  2.32363  1.26205
C  3.57514  2.40894  1.96548
C  3.87683  1.54432  2.99636
C  5.12695  1.68894  3.79894
C  2.94630  0.54909  3.31900
C  1.77260  0.36062  2.60334
C  0.77315  -0.56331  3.06483
N  -0.17107  -1.00959  2.32843
C  -1.37546  -1.56774  2.87686
C  -2.48890  -0.51757  2.71253
C  -3.03484  -0.34444  1.29012
N  -2.11382  0.24096  0.34771
C  -2.39271  1.31873  -0.26755
C  -1.71286  1.94365  -1.37848
C  -2.40138  3.04424  -1.89252
C  -0.50810  1.50977  -2.02884
O  0.19610  0.48438  -1.71300
C  1.44394  1.23748  1.52291
O  0.40726  1.11021  0.78581
H  -2.55175  5.21242  -4.51029
H  -2.82914  5.69698  -2.83732
H  -3.92573  4.56266  -3.60040
H  -0.63822  3.75720  -4.64881
H  0.78997  1.86881  -5.10603
H  2.85256  1.32891  -4.45443
H  3.55758  1.00243  -2.26047
H  2.12070  1.84328  -1.66072
H  3.12421  3.91075  -3.05470
H  4.64448  3.01906  -2.93597
H  4.51172  4.60001  -1.09381
H  4.39391  2.94035  -0.44194
H  2.11555  4.76170  -0.98876
H  0.83218  3.47432  0.35145
H  4.23066  3.24639  1.77330
H  5.75746  2.48075  3.40597
H  5.68597  0.75490  3.79866
H  4.88918  1.92574  4.83479
H  3.15275  -0.09364  4.16370
H  0.78883  -0.81215  4.13076
H  -1.25696  -1.79991  3.94240
H  -1.63667  -2.48528  2.34390
H  -2.11610  0.44584  3.06649
H  -3.32707  -0.81222  3.34692
H  -3.94797  0.26240  1.35256
H  -3.30633  -1.32550  0.88454
H  -3.31651  1.83562  0.01664
H  -3.29797  3.36527  -1.38287
O  3.85337  -0.90627  -1.37136
C  2.92283  -0.98445  -0.67713
N  2.00963  -1.01533  0.07621

natural (NBO) population analysis, charges in e, atoms 1 to 6: atom 1 (Bi): 1.96, atom 2 (C): -0.63, atom 3 (C): -0.08, atom 4 (C): -0.09, atom 5 (C): -0.31, atom 6 (C): 0.30

=====

[4]
Computed, not measured: a molecular structure, C30H40AuN4S2Si2 at a distorted geometry, with ωB97M-V/def2-TZVPD.

charge	+1
E_LUMO (alpha / beta)	-4.477 / -4.511	eV
total energy	-2897.11801	Ha
frontier orbital gap (alpha / beta)	0.1803 / 0.2190	Ha
2S+1	3

Element x y z (Å)
Au  2.01111  0.62134  -0.56429
S  0.64162  2.17002  0.61366
C  -0.56758  1.19172  1.29756
N  -1.69876  1.75852  1.73234
C  -2.63658  0.97111  2.50336
C  -2.75366  -0.41224  1.88507
N  -1.43606  -1.00379  1.78710
C  -1.32416  -2.41370  2.11513
C  -1.33651  -2.61503  3.61310
C  -0.26949  -2.16087  4.38019
C  -0.28435  -2.31392  5.75422
C  -1.36170  -2.92516  6.37409
C  -2.42282  -3.38619  5.61437
C  -2.41247  -3.22898  4.23879
C  -0.38231  -0.23853  1.47612
S  1.16020  -0.92488  1.33400
C  -2.01198  3.15975  1.54222
C  -3.37715  3.32010  0.92337
C  -4.32488  4.14973  1.50548
C  -5.58154  4.27460  0.93841
C  -5.90324  3.56434  -0.20541
C  -4.95944  2.73628  -0.79202
C  -3.70027  2.61733  -0.23219
H  -3.60662  1.47014  2.49946
H  -2.28411  0.88271  3.53784
H  -3.20285  -0.34516  0.88456
H  -3.38079  -1.05076  2.51019
H  -0.39504  -2.79141  1.68281
H  -2.17063  -2.93068  1.65628
H  0.57817  -1.70048  3.89636
H  0.54713  -1.95416  6.34114
H  -1.36853  -3.04843  7.44586
H  -3.26401  -3.86213  6.09289
H  -3.23770  -3.60500  3.65150
H  -1.24681  3.59733  0.89611
H  -1.97229  3.67602  2.50637
H  -4.07981  4.70757  2.39865
H  -6.31032  4.92021  1.40265
H  -6.88682  3.66002  -0.63910
H  -5.20866  2.18001  -1.68433
H  -2.95772  1.98170  -0.69366
C  6.49986  -0.45894  -1.43852
Si  4.97252  -0.94234  -0.40717
C  4.91916  -2.75655  0.17986
C  4.82505  0.22610  1.08225
N  3.51105  -0.60880  -1.35955
C  3.19970  -1.12139  -2.53411
C  3.98028  -2.12099  -3.17294
C  3.58264  -2.69483  -4.34237
C  2.37228  -2.30503  -4.95030
C  1.60766  -1.32264  -4.39830
C  1.99825  -0.65507  -3.20938
N  1.33126  0.36841  -2.70999
Si  -0.10830  1.10687  -3.41357
C  -0.40512  2.73689  -2.49042
C  0.02357  1.56591  -5.25850
C  -1.53625  -0.11912  -3.04714
H  7.40355  -0.55335  -0.84430
H  6.42826  0.57550  -1.76279
H  6.62769  -1.06878  -2.32655
H  5.74187  -2.96579  0.85677
H  4.97878  -3.46931  -0.63684
H  3.99540  -2.95337  0.71757
H  5.73378  0.20240  1.67478
H  4.00799  -0.05949  1.73732
H  4.66897  1.25579  0.77223
H  4.89023  -2.44241  -2.69777
H  4.18072  -3.46762  -4.80240
H  2.04923  -2.79177  -5.85740
H  0.68328  -1.02985  -4.86315
H  0.50711  3.31607  -2.39026
H  -0.79919  2.56895  -1.49526
H  -1.12421  3.35088  -3.02375
H  0.80368  2.30421  -5.41487
H  -0.91091  2.01526  -5.58135
H  0.22516  0.73016  -5.91745
H  -1.44065  -0.52226  -2.04172
H  -1.54326  -0.96310  -3.73009
H  -2.50163  0.37034  -3.12283

Löwdin population analysis, charges in e, atoms 1 to 6: atom 1 (Au): 0.69, atom 2 (S): 0.75, atom 3 (C): -0.60, atom 4 (N): -0.09, atom 5 (C): -0.08, atom 6 (C): -0.08